Entry 1:
Molecular formula: C28H74I2N6O7P
Method: DFT, ωB97M-V with the def2-TZVPD basis set

The charge is -1. The calculation puts the largest force on an atom at 1.6 eV/A. The value obtained for the total energy is -78996.7408 eV. The value obtained for the energy above the lowest of the compared OMol25 structures with the same formula, charge and spin is 7.7 kcal per mole. Its spin multiplicity is 1.

Last column: Mulliken charge in e.
Element x y z (Å)
C -1.88 4.52 -2.28  -1.222
C -2.36 3.09 -2.36  -0.320
I -2.28 2.38 -4.41  -0.066
C -3.71 2.80 -1.68  -0.428
I -3.11 2.29 0.40  -0.151
C -4.75 3.84 -1.60  -0.700
P -5.65 4.17 -3.06  0.525
O -5.65 5.62 -3.45  -0.752
H -2.10 5.07 -3.19  0.328
H -2.26 5.02 -1.41  0.366
H -0.80 4.50 -2.19  0.357
H -1.61 2.47 -1.89  0.606
H -4.14 1.89 -2.09  0.552
H -4.31 4.80 -1.37  0.102
H -6.99 3.80 -2.83  0.013
H -5.27 3.30 -4.12  -0.153
C -2.71 -2.57 2.27  -1.538
C -2.20 -1.14 2.16  0.566
C -0.71 -1.05 1.81  -0.522
O 0.18 -1.32 2.88  -0.442
C 0.45 -2.69 3.11  -0.232
N -2.52 -0.42 3.40  -0.731
H -2.40 -3.05 3.20  0.284
H -3.80 -2.58 2.27  0.371
H -2.37 -3.18 1.43  0.338
H -2.74 -0.66 1.35  0.203
H -0.50 -0.02 1.51  0.222
H -0.47 -1.68 0.95  0.414
H 0.47 -3.26 2.18  0.304
H -0.28 -3.13 3.80  0.259
H 1.43 -2.76 3.57  -0.189
H -2.27 0.56 3.28  0.291
H -1.89 -0.76 4.12  0.327
C -5.03 -3.50 -5.48  -1.464
C -4.44 -2.10 -5.62  0.418
C -2.93 -2.10 -5.90  -0.680
O -2.12 -2.37 -4.78  -0.333
C -1.94 -3.74 -4.48  -0.675
N -4.79 -1.32 -4.44  -0.678
H -4.78 -3.96 -4.52  0.269
H -6.12 -3.46 -5.54  0.369
H -4.68 -4.16 -6.28  0.349
H -4.92 -1.63 -6.48  0.392
H -2.65 -1.09 -6.22  0.312
H -2.68 -2.78 -6.73  0.416
H -1.90 -4.35 -5.39  0.308
H -2.72 -4.11 -3.82  0.233
H -0.98 -3.83 -3.96  0.247
H -4.49 -0.36 -4.58  0.188
H -4.21 -1.65 -3.67  0.322
C -9.42 6.73 -1.84  -1.649
C -8.92 6.23 -3.20  1.152
C -9.27 7.16 -4.36  -0.870
O -10.62 7.11 -4.80  -0.402
C -11.52 7.89 -4.06  -0.643
N -9.42 4.87 -3.42  -0.691
H -10.50 6.59 -1.72  0.317
H -8.93 6.17 -1.04  0.373
H -9.19 7.79 -1.70  0.344
H -7.83 6.19 -3.14  -0.075
H -8.67 6.86 -5.22  0.347
H -8.99 8.20 -4.13  0.423
H -11.06 8.82 -3.71  0.293
H -11.92 7.34 -3.21  0.219
H -12.36 8.14 -4.72  0.262
H -9.00 4.50 -4.27  0.294
H -10.41 4.94 -3.63  0.303
C 3.82 -1.49 1.63  -1.423
C 4.27 -2.83 2.22  0.892
C 5.65 -3.28 1.73  -0.530
O 5.67 -3.81 0.41  -0.457
C 5.73 -2.84 -0.62  -0.353
N 3.23 -3.83 1.97  -0.431
H 3.49 -1.59 0.60  0.298
H 2.97 -1.10 2.20  0.301
H 4.62 -0.75 1.68  0.304
H 4.35 -2.70 3.30  -0.095
H 5.99 -4.10 2.37  0.149
H 6.39 -2.47 1.82  0.280
H 6.33 -1.97 -0.32  0.022
H 4.73 -2.52 -0.91  0.239
H 6.20 -3.31 -1.48  0.305
H 3.47 -4.69 2.44  0.246
H 3.26 -4.07 0.98  0.288
C 5.53 -4.88 8.63  -1.438
C 6.09 -5.23 7.26  0.327
C 5.67 -4.25 6.16  -0.661
O 4.35 -4.42 5.69  -0.326
C 3.35 -3.78 6.47  -0.590
N 5.74 -6.61 6.94  -0.759
H 4.48 -5.14 8.72  0.280
H 6.06 -5.44 9.40  0.360
H 5.65 -3.82 8.85  0.346
H 7.18 -5.17 7.33  0.428
H 6.30 -4.43 5.28  0.287
H 5.84 -3.21 6.46  0.438
H 3.70 -2.84 6.89  0.354
H 2.99 -4.43 7.28  0.263
H 2.50 -3.58 5.81  0.101
H 6.20 -6.88 6.07  0.280
H 4.75 -6.64 6.71  0.331
C 9.65 2.73 0.06  -1.442
C 9.08 1.58 0.89  0.281
C 8.33 0.53 0.05  -0.626
O 7.04 0.93 -0.37  -0.252
C 7.01 1.72 -1.55  -0.761
N 8.24 2.14 1.95  -0.744
H 8.88 3.43 -0.26  0.285
H 10.37 3.29 0.66  0.368
H 10.17 2.36 -0.82  0.343
H 9.92 1.07 1.36  0.405
H 8.18 -0.35 0.67  0.243
H 8.94 0.21 -0.81  0.447
H 7.79 1.43 -2.25  0.354
H 7.10 2.78 -1.31  0.235
H 6.04 1.57 -2.01  0.236
H 7.94 1.39 2.57  0.274
H 7.38 2.47 1.52  0.325



Entry 2:
Molecular formula: C5H5O3S
Method: DFT, ωB97M-V with the def2-TZVPD basis set

The charge is -1. The calculation puts the largest force on an atom at 3.8 eV/A. The value obtained for the total energy is -22244.8357 eV. The value obtained for the energy above the lowest of the compared OMol25 structures with the same formula, charge and spin is 0.0 kcal per mole. Its spin multiplicity is 1.

Last column: natural (NBO) charge in e.
Element x y z (Å)
C -0.11 1.19 -2.18  -0.666
C 0.18 1.48 -0.89  0.587
C -0.80 -0.03 -2.44  0.768
C -0.64 -0.17 -0.12  0.016
C 0.31 -1.02 0.69  -0.653
O 0.66 2.28 -0.13  -0.668
O -1.16 -0.47 -3.52  -0.665
O -1.05 -0.78 -1.30  -0.554
S -2.04 0.42 0.87  -0.130
H 0.13 1.83 -3.00  0.218
H -0.16 -1.94 1.04  0.189
H 0.66 -0.45 1.55  0.217
H 1.17 -1.29 0.07  0.207
H -1.54 1.65 1.05  0.135



Entry 3:
Molecular formula: BrFHOPS
Method: DFT, ωB97M-V with the def2-TZVPD basis set

The charge is 0. The calculation puts the largest force on an atom at 2.6 eV/A. The value obtained for the total energy is -94947.1732 eV. The value obtained for the energy above the lowest of the compared OMol25 structures with the same formula, charge and spin is 71.7 kcal per mole. Its spin multiplicity is 1.

Last column: natural (NBO) charge in e.
Element x y z (Å)
O -1.10 -0.57 0.33  -1.002
F 0.17 -1.60 -1.69  -0.568
P 0.07 -1.68 -0.01  1.390
S -0.71 -3.44 0.52  -0.263
Br 3.33 -0.40 -0.11  -0.089
H -1.09 0.39 0.31  0.533



Entry 4:
Molecular formula: C3H4KLiO3
Method: DFT, ωB97M-V with the def2-TZVPD basis set

The charge is 0. The calculation puts the largest force on an atom at 3.4 eV/A. The value obtained for the total energy is -25844.4892 eV. The value obtained for the energy above the lowest of the compared OMol25 structures with the same formula, charge and spin is 51.4 kcal per mole. Its spin multiplicity is 1.

Last column: natural (NBO) charge in e.
Element x y z (Å)
O 1.85 -0.41 -0.25  -1.009
C 1.07 -0.80 0.84  -0.090
C -0.31 -0.12 0.88  -0.235
C -1.57 1.37 -0.95  0.431
O -1.93 0.34 -1.46  -0.845
O -0.73 1.54 0.03  -0.642
K 1.30 2.54 -1.48  0.919
Li -0.33 -0.70 -2.11  0.885
H 1.52 -0.85 1.85  0.123
H 0.84 -1.88 0.60  0.119
H -0.86 -0.23 1.83  0.189
H -0.85 -0.81 0.22  0.155